(1)
C22H38N8OS2Ti | ωB97M-V/def2-TZVPD

Each line ends with the Löwdin charge.
Cartesian coordinates (Å):
Ti1 -18.350 4.980 -1.439  0.804
C1 -18.949 7.996 -1.528  -0.133
C2 -18.580 7.545 -2.968  -0.178
N1 -19.074 6.158 -3.246  -0.134
C3 -20.558 6.045 -3.409  -0.126
C4 -21.090 4.712 -2.832  -0.132
N2 -20.551 4.435 -1.473  -0.129
C5 -21.136 5.148 -0.310  -0.149
C6 -20.681 6.619 -0.253  -0.130
N3 -19.220 6.849 -0.587  -0.109
H1 -19.815 8.660 -1.537  0.129
H2 -18.113 8.585 -1.137  0.137
H3 -17.483 7.506 -3.064  0.066
H4 -18.964 8.258 -3.710  0.144
H5 -18.641 5.865 -4.127  0.120
H6 -20.829 6.117 -4.468  0.146
H7 -21.004 6.904 -2.907  0.113
H8 -20.754 3.879 -3.448  0.122
H9 -22.175 4.718 -2.854  0.139
H10 -20.726 3.443 -1.289  0.132
H11 -20.821 4.599 0.580  0.119
H12 -22.235 5.125 -0.329  0.146
H13 -20.911 7.019 0.734  0.137
H14 -21.290 7.220 -0.933  0.117
H15 -18.748 7.062 0.281  0.093
C7 -11.865 2.480 2.007  -0.007
C8 -13.304 2.878 1.885  -0.229
C9 -14.342 2.020 2.266  -0.003
C10 -15.662 2.412 2.188  -0.062
C11 -15.937 3.709 1.773  -0.458
C12 -14.938 4.602 1.407  -0.078
C13 -13.639 4.162 1.460  -0.005
S1 -17.616 4.108 1.801  1.112
C14 -17.634 5.756 2.399  -0.208
O1 -18.093 4.273 0.306  -0.639
H16 -11.740 1.404 2.028  0.092
H17 -11.474 2.844 2.956  0.111
H18 -11.262 2.914 1.212  0.093
H19 -14.118 1.035 2.648  0.136
H20 -16.453 1.746 2.516  0.125
H21 -15.171 5.615 1.098  0.105
H22 -12.851 4.845 1.185  0.137
H23 -17.051 6.465 1.812  0.073
H24 -17.224 5.737 3.413  0.101
H25 -18.687 6.038 2.471  0.072
N4 -18.133 -0.361 -1.954  0.182
C15 -17.981 0.816 -2.603  -0.359
C16 -18.258 2.036 -1.949  -0.059
N5 -18.099 3.184 -2.614  -0.065
C17 -17.652 3.184 -3.893  -0.116
C18 -17.403 1.962 -4.539  -0.053
N6 -17.572 0.835 -3.860  0.157
H26 -18.556 -0.402 -1.038  0.120
H27 -17.988 -1.218 -2.455  0.126
H28 -18.584 2.041 -0.916  0.116
H29 -17.447 4.118 -4.402  0.103
H30 -17.073 1.857 -5.568  0.133
S2 -16.084 5.685 -1.905  0.735
C19 -15.216 4.173 -2.242  -0.690
N7 -15.276 3.123 -1.433  0.071
C20 -14.452 1.894 -1.591  -0.111
C21 -13.251 2.211 -2.460  -0.123
C22 -13.728 2.915 -3.735  -0.113
N8 -14.530 4.095 -3.374  0.052
H31 -15.675 3.299 -0.529  0.076
H32 -15.073 1.107 -2.011  0.119
H33 -14.174 1.585 -0.594  0.114
H34 -12.716 1.305 -2.714  0.134
H35 -12.569 2.870 -1.922  0.129
H36 -14.336 2.247 -4.356  0.126
H37 -12.863 3.249 -4.312  0.142
H38 -14.442 4.927 -3.928  0.143

Computed properties:
E: -3019.50344 Eh
E_LUMO (spin up / spin down): -8.62 / -8.58 eV
charge: +3
frontier orbital gap (spin up / spin down): 8.30 / 8.32 eV
energy relative to the best compared isomer or geometry (same formula, charge and spin): 0.0 kcal per mole
multiplicity: 2
expectation value of S²: 0.75

(2)
C50H57BN4O4PS | ωB97M-V/def2-TZVPD

Each line ends with the Löwdin charge.
Cartesian coordinates (Å):
C1 5.078 1.175 -1.387  -0.028
C2 3.940 0.185 -1.643  -0.240
C3 3.097 0.370 -2.718  -0.038
C4 2.041 -0.471 -2.985  -0.052
C5 1.756 -1.553 -2.191  -0.213
C6 0.557 -2.464 -2.465  -0.054
N1 -0.511 -2.163 -1.461  0.032
C7 -0.266 -2.750 -0.144  -0.177
C8 -1.473 -3.665 0.282  -0.385
P1 -2.042 -2.841 1.849  0.384
S1 -3.826 -3.401 2.382  0.204
N2 -2.378 -3.411 -0.863  0.131
C9 -1.805 -2.534 -1.763  -0.218
N3 -2.555 -2.168 -2.780  0.001
C10 -2.097 -1.266 -3.836  -0.067
C11 -1.550 0.077 -3.310  -0.062
C12 -1.786 1.208 -4.299  -0.401
O1 -2.662 1.190 -5.137  0.128
N4 -0.909 2.357 -4.177  0.104
C13 -1.543 3.274 -3.233  -0.257
C14 -1.578 2.977 -1.885  -0.042
C15 -2.215 3.833 -1.004  -0.073
C16 -2.799 4.974 -1.501  -0.101
C17 -2.745 5.307 -2.835  -0.064
C18 -2.112 4.442 -3.707  -0.024
O2 -3.826 -2.680 -2.802  0.124
B1 -4.005 -3.610 -3.879  -0.725
O3 -3.375 -4.811 -3.941  0.230
O4 -4.847 -3.213 -4.907  0.189
C19 2.616 -1.769 -1.125  -0.054
C20 3.668 -0.944 -0.851  -0.025
H1 5.984 0.919 -1.945  0.088
H2 4.701 2.158 -1.688  0.079
H3 5.346 1.238 -0.328  0.077
H4 3.312 1.228 -3.353  0.124
H5 1.443 -0.230 -3.865  0.112
H6 0.245 -2.301 -3.495  0.111
H7 0.908 -3.492 -2.307  0.143
H8 0.622 -3.388 -0.121  0.103
H9 -0.088 -1.953 0.592  0.096
H10 -1.024 -4.654 0.377  0.127
H11 -1.099 -3.031 2.886  -0.008
H12 -2.130 -1.465 1.514  0.019
H13 -3.223 -3.048 -0.404  0.109
H14 -2.954 -1.018 -4.479  0.142
H15 -1.392 -1.777 -4.502  0.138
H16 -0.467 -0.031 -3.206  0.080
H17 -1.943 0.268 -2.308  0.127
H18 -0.964 2.830 -5.076  0.119
H19 -1.138 2.068 -1.483  0.105
H20 -2.264 3.609 0.057  0.107
H21 -3.328 5.661 -0.843  0.106
H22 -3.198 6.215 -3.221  0.116
H23 -2.057 4.655 -4.773  0.121
H24 -2.980 -4.937 -4.814  0.134
H25 -5.751 -3.301 -4.564  0.131
H26 2.457 -2.612 -0.454  0.099
H27 4.294 -1.146 0.017  0.111
C21 3.390 -4.281 2.454  -0.104
C22 4.637 -4.889 2.481  -0.088
C23 4.739 -6.268 2.351  -0.080
C24 3.596 -7.037 2.185  -0.084
C25 2.348 -6.430 2.155  -0.095
C26 2.246 -5.052 2.293  -0.115
H28 3.309 -3.205 2.560  0.095
H29 5.530 -4.289 2.605  0.102
H30 5.711 -6.742 2.379  0.107
H31 3.677 -8.112 2.080  0.106
H32 1.456 -7.030 2.024  0.101
H33 1.270 -4.577 2.276  0.076
C27 8.738 -1.284 -0.384  -0.097
C28 7.711 -1.434 0.537  -0.113
C29 7.654 -0.621 1.660  -0.107
C30 8.622 0.355 1.857  -0.095
C31 9.647 0.510 0.934  -0.090
C32 9.709 -0.312 -0.184  -0.091
H34 8.783 -1.924 -1.257  0.101
H35 6.954 -2.193 0.376  0.091
H36 6.856 -0.747 2.382  0.096
H37 8.577 0.994 2.730  0.102
H38 10.401 1.272 1.087  0.103
H39 10.512 -0.194 -0.900  0.103
C33 -1.463 7.738 0.846  -0.103
C34 -1.514 9.116 1.008  -0.094
C35 -2.251 9.667 2.048  -0.092
C36 -2.929 8.839 2.932  -0.093
C37 -2.876 7.461 2.773  -0.096
C38 -2.147 6.911 1.728  -0.109
H40 -0.891 7.309 0.032  0.098
H41 -0.980 9.761 0.323  0.101
H42 -2.295 10.741 2.170  0.103
H43 -3.500 9.269 3.745  0.102
H44 -3.404 6.816 3.464  0.100
H45 -2.110 5.835 1.601  0.087
C39 -7.330 -0.707 1.221  -0.085
C40 -8.132 0.204 0.545  -0.087
C41 -8.024 0.337 -0.833  -0.090
C42 -7.122 -0.447 -1.537  -0.095
C43 -6.323 -1.361 -0.861  -0.101
C44 -6.423 -1.489 0.518  -0.106
H46 -7.412 -0.808 2.295  0.105
H47 -8.840 0.811 1.093  0.104
H48 -8.645 1.052 -1.358  0.104
H49 -7.041 -0.346 -2.613  0.099
H50 -5.621 -1.973 -1.411  0.071
H51 -5.794 -2.198 1.046  0.010
C45 0.458 -0.511 4.059  -0.114
C46 -0.644 -0.704 4.883  -0.106
C47 -0.780 0.039 6.047  -0.084
C48 0.181 0.983 6.381  -0.082
C49 1.280 1.179 5.556  -0.085
C50 1.422 0.430 4.397  -0.096
H52 0.568 -1.095 3.151  0.069
H53 -1.399 -1.437 4.620  0.076
H54 -1.635 -0.116 6.692  0.107
H55 0.073 1.567 7.286  0.107
H56 2.028 1.917 5.817  0.105
H57 2.282 0.579 3.756  0.100

Computed properties:
E: -3223.65925 Eh
E_LUMO: -2.70 eV
charge: +1
frontier orbital gap: 8.04 eV
energy relative to the best compared isomer or geometry (same formula, charge and spin): 0.0 kcal per mole
multiplicity: 1

(3)
C2H2N4 | ωB97M-V/def2-TZVPD

Each line ends with the Löwdin charge.
Cartesian coordinates (Å):
C1 -0.534 -0.607 0.350  -0.157
N1 0.549 -1.272 0.477  0.043
N2 1.693 -0.473 0.302  -0.105
N3 1.869 0.304 -0.549  0.153
N4 -0.014 0.984 -1.146  0.121
C2 -0.702 0.802 -0.112  -0.278
H1 -1.424 -1.230 0.340  0.114
H2 -1.436 1.493 0.338  0.108

Computed properties:
E: -296.25393 Eh
E_LUMO (spin up / spin down): -0.62 / -0.56 eV
frontier orbital gap (spin up / spin down): 8.25 / 9.09 eV
energy relative to the best compared isomer or geometry (same formula, charge and spin): 107.3 kcal per mole
multiplicity: 1

(4)
C27H10BF15S2 | ωB97M-V/def2-TZVPD

Each line ends with the Löwdin charge.
Cartesian coordinates (Å):
F1 5.292 -2.559 7.683  0.136
C1 5.046 -1.587 6.785  -0.097
C2 5.351 -1.776 5.437  -0.117
F2 6.050 -2.869 5.075  0.118
C3 4.943 -0.825 4.497  -0.116
F3 5.475 -0.932 3.247  0.107
C4 4.142 0.292 4.836  0.042
B1 3.350 1.157 3.783  -0.053
C5 3.962 1.404 2.344  0.018
C6 5.280 1.877 2.195  -0.144
F4 6.012 2.219 3.293  0.104
C7 5.800 2.270 0.961  -0.113
F5 7.001 2.878 0.873  0.117
C8 5.009 2.212 -0.181  -0.103
F6 5.444 2.749 -1.341  0.125
C9 3.698 1.762 -0.077  -0.118
F7 2.876 1.857 -1.142  0.115
C10 3.188 1.375 1.162  -0.123
F8 1.838 1.189 1.270  0.093
C11 2.254 2.162 4.329  0.036
C12 2.337 3.526 3.997  -0.127
F9 3.401 4.018 3.303  0.103
C13 1.400 4.471 4.393  -0.115
F10 1.516 5.764 4.026  0.118
C14 0.309 4.085 5.164  -0.104
F11 -0.679 4.959 5.442  0.130
C15 0.245 2.775 5.622  -0.117
F12 -0.777 2.411 6.424  0.115
C16 1.210 1.843 5.233  -0.126
F13 1.163 0.617 5.831  0.099
C17 4.145 0.580 6.222  -0.127
F14 3.937 1.861 6.646  0.108
C18 4.560 -0.343 7.183  -0.112
F15 4.565 -0.041 8.500  0.115
C19 10.366 5.490 3.331  -0.093
C20 10.567 5.009 4.632  -0.075
C21 9.475 4.914 5.508  -0.083
C22 8.191 5.202 5.058  -0.287
C23 6.998 4.928 5.972  -0.834
S1 5.563 5.987 5.952  0.889
C24 5.146 5.916 7.694  -0.538
C25 6.345 5.482 8.528  -0.519
S2 7.461 4.378 7.629  0.898
C26 7.991 5.630 3.750  -0.059
C27 9.071 5.783 2.882  -0.079
H1 11.229 5.688 2.683  0.103
H2 11.573 4.733 4.971  0.106
H3 9.650 4.669 6.554  0.059
H4 6.624 3.998 5.606  0.029
H5 4.871 6.946 7.930  0.066
H6 4.264 5.286 7.897  0.077
H7 6.973 6.328 8.858  0.077
H8 5.982 4.917 9.389  0.071
H9 6.987 5.911 3.436  0.102
H10 8.909 6.149 1.871  0.103

Computed properties:
E: -3353.98706 Eh
E_LUMO: -1.94 eV
SMILES string: Fc1c(F)c(F)c(B(c2c(F)c(F)c(F)c(F)c2F)c2c(F)c(F)c(F)c(F)c2F)c(F)c1F.c1ccc(C2SCCS2)cc1
frontier orbital gap: 6.61 eV
energy relative to the best compared isomer or geometry (same formula, charge and spin): 0.0 kcal per mole
multiplicity: 1